Record 1
Molecular formula: C24H37IrN2O10S2Si
Method: DFT, the ωB97M-V functional and the def2-TZVPD basis

Computed properties:
Multiplicity   6
E_LUMO (alpha / beta)   -2.764 / -6.443 eV
Net charge   +1

```
77
Properties=species:S:1:pos:R:3:forces:R:3:mulliken_charge:R:1
Si 1.956 0.200 -0.376 -0.09 -0.15 -0.05 -0.800
S 0.190 -0.999 0.415 0.07 -0.08 0.02 -0.564
H 3.263 3.847 0.568 0.00 0.00 0.00 0.448
C -5.162 -0.577 -1.854 0.00 0.00 0.00 -0.688
H 2.367 4.432 1.976 0.00 0.00 -0.01 0.434
O -4.786 -2.150 2.116 0.00 0.03 -0.01 -0.819
H 1.074 2.556 -2.606 -0.01 0.00 0.00 0.173
C 5.300 -1.552 -0.312 0.00 0.00 0.02 -1.590
H 3.958 1.741 1.812 0.01 0.01 0.00 0.392
H 0.326 1.303 2.380 0.07 0.03 -0.03 -0.034
H 1.226 -0.736 -4.368 0.01 0.00 -0.01 0.326
H 0.563 2.947 3.005 0.00 0.04 0.00 0.728
H -0.207 2.718 1.422 0.02 0.04 0.02 0.294
H -2.457 -2.348 -2.872 0.00 0.00 -0.01 0.418
H 5.315 -1.143 -1.322 -0.01 0.02 -0.01 0.316
Ir -1.694 0.178 0.662 -0.20 0.06 0.00 2.362
C 2.146 0.751 -3.112 -0.03 -0.01 -0.05 1.591
C -3.524 -0.665 4.505 -0.01 0.02 0.05 0.194
H -4.396 -3.731 -2.944 0.00 0.00 0.00 0.371
C -3.261 -0.654 3.129 -0.02 0.01 -0.02 0.014
C 2.991 1.751 2.315 -0.02 0.00 0.01 -1.765
O 3.199 -0.571 0.261 0.05 0.06 -0.07 0.571
C -4.567 0.621 -1.538 0.05 -0.01 0.00 -1.057
O 1.638 0.031 -1.936 0.07 0.07 0.09 0.226
C 2.208 -0.286 -4.218 -0.01 0.01 0.00 -1.686
H 1.508 2.404 -4.319 -0.01 0.00 0.02 0.595
H -5.149 1.449 -1.155 0.01 0.01 0.00 0.525
H 2.919 -1.075 -3.971 0.00 0.00 -0.01 0.345
C 1.162 1.859 -3.439 0.04 0.02 -0.02 -1.443
N -2.263 0.178 2.852 0.04 -0.03 0.00 -0.261
N -1.867 0.695 4.019 -0.07 -0.03 0.03 -0.245
O -5.369 -2.204 4.776 -0.01 0.07 0.05 -0.512
O -2.733 2.075 0.443 0.02 -0.06 -0.06 -0.804
C 0.561 2.339 2.098 -0.02 -0.06 0.00 -1.277
C -5.099 -2.972 -2.607 0.00 0.00 0.00 -1.564
C 3.879 -1.855 0.133 0.00 -0.06 0.01 1.469
H 0.175 1.451 -3.658 0.00 -0.01 0.02 0.205
O -0.937 1.722 -1.039 0.00 0.02 -0.05 -0.553
H -5.252 -2.226 3.801 0.00 -0.06 -0.06 0.451
O -4.482 -1.219 6.556 -0.04 0.03 -0.02 -0.550
H 4.215 0.527 -2.512 0.01 -0.02 -0.01 0.205
O 1.825 1.693 0.167 0.01 0.04 0.07 0.145
H 3.720 -3.678 -0.989 0.00 0.01 0.01 0.547
H 5.892 -2.468 -0.309 0.00 0.01 0.00 0.452
C 3.524 1.318 -2.805 -0.02 -0.03 0.03 -1.373
H -1.136 1.388 4.047 0.02 0.01 -0.02 0.164
H 3.088 2.322 3.240 0.01 0.00 -0.01 0.510
H -5.859 -2.837 -3.378 0.00 0.00 0.00 0.390
O -2.694 3.377 -1.668 -0.02 0.00 0.02 -0.707
H 2.729 0.723 2.570 0.00 0.00 0.00 0.280
C -2.603 0.220 5.034 -0.02 0.03 -0.01 -0.382
C -4.513 -1.389 5.370 0.09 -0.10 0.02 0.415
H -6.232 -0.689 -1.730 0.00 0.00 0.00 0.440
H 4.383 -3.428 1.516 0.00 0.00 0.00 0.490
H 2.831 -2.648 1.846 0.00 -0.01 0.00 0.291
H 2.520 0.180 -5.152 0.00 0.00 0.01 0.449
C -2.413 -0.324 -2.175 0.01 -0.05 0.01 -0.288
H 3.471 2.061 -2.007 0.00 0.01 0.01 0.233
H -1.350 -0.190 -2.350 -0.08 -0.01 0.03 0.530
C -3.865 -1.380 1.972 -0.04 0.00 0.00 0.973
C 1.933 2.392 1.432 0.02 0.00 -0.04 1.841
H 2.159 -2.993 -0.549 -0.01 0.01 0.00 0.254
H 3.115 -2.261 -1.855 0.00 -0.01 0.01 0.062
C 2.299 3.822 1.075 -0.03 0.00 0.01 -1.874
C 3.169 -2.743 -0.878 0.01 0.02 0.01 -1.139
C 3.858 -2.473 1.521 -0.01 0.01 0.00 -1.658
O -3.318 -1.102 0.813 0.13 -0.01 -0.02 -0.765
H -5.604 -3.339 -1.712 0.01 0.00 0.00 0.347
H -2.455 0.523 6.057 0.00 0.00 -0.01 0.573
S -2.355 2.158 -1.034 0.09 0.08 0.03 1.249
C -3.183 0.737 -1.675 -0.07 -0.02 0.01 0.356
H 1.545 4.252 0.415 0.00 0.00 0.00 0.351
H 3.927 1.808 -3.691 0.00 0.00 0.00 0.549
C -3.045 -1.523 -2.491 0.03 0.03 0.01 -0.770
C -4.410 -1.674 -2.315 -0.04 0.01 0.01 0.986
H 5.766 -0.836 0.365 0.00 0.00 0.00 0.318
H 4.346 -1.812 2.237 0.01 -0.01 0.00 0.321
```
Positions in Å, forces in eV/Å.

=====

Record 2
Molecular formula: C24H37LiN3O11
Method: DFT, the ωB97M-V functional and the def2-TZVPD basis

Computed properties:
E_LUMO   5.481 eV
Net charge   -3

```
76
Properties=species:S:1:pos:R:3:forces:R:3:mulliken_charge:R:1
C 2.505 -4.188 2.165 -0.74 -1.33 0.25 0.479
C 0.949 2.254 3.274 -1.31 -0.19 0.16 0.801
H -4.581 -5.524 -2.039 -0.09 0.43 0.16 0.241
H 2.681 -0.313 -3.251 -0.28 0.08 -0.04 0.336
H -0.535 -3.801 -2.353 -0.03 0.22 0.40 0.404
C 1.737 4.397 -2.984 -1.05 0.82 -0.69 -0.572
N -1.918 -1.909 -1.063 0.28 -0.07 -0.98 -0.034
O -1.363 1.289 -0.030 -0.11 -0.46 -0.28 -0.680
C -4.920 2.196 1.994 0.35 -0.35 1.22 0.357
H 3.039 0.254 -1.630 0.08 0.04 0.00 0.171
O -5.016 4.117 0.590 -0.10 0.43 0.25 -0.755
C -3.981 -5.115 -2.856 -0.21 -0.94 -0.97 -0.878
C 3.471 -3.052 1.827 -0.08 1.36 -0.30 0.289
O -2.984 -4.242 -2.443 0.26 -0.10 -0.26 -0.263
H -2.868 -1.909 -0.709 0.08 0.31 0.21 0.177
C -0.636 -2.867 -2.906 -0.50 -0.07 -0.39 -1.412
C 0.556 -2.834 1.458 0.25 -0.10 1.02 0.438
C -3.143 2.798 0.243 -0.04 -0.47 0.26 -1.121
H 5.016 0.829 3.986 0.30 0.15 0.01 0.262
H 0.415 -4.849 2.068 0.24 -0.21 0.42 0.348
C 0.755 2.650 4.748 1.77 0.92 0.87 -1.475
H 3.516 -0.992 1.078 0.27 -0.17 0.01 0.302
H 2.678 3.363 2.707 0.35 -0.10 0.27 0.443
C 2.804 0.589 -2.640 0.33 0.07 -0.46 -1.726
H 0.635 -0.240 -1.804 0.55 0.10 0.18 -0.215
H 0.238 3.605 4.879 -0.73 -0.38 -0.17 0.347
H 0.394 1.872 5.412 -0.41 -0.11 -0.33 0.338
N 0.354 0.939 2.976 0.23 0.78 0.04 -0.642
H 5.024 2.612 3.571 -0.17 0.00 0.48 0.288
H 0.742 4.856 -3.129 -0.08 -0.32 0.12 0.282
C -4.340 3.137 0.926 -0.62 0.12 -1.23 0.511
C 2.379 2.303 2.804 0.29 0.10 -0.23 -0.600
O -0.671 -2.583 1.446 0.58 -0.06 -0.93 -0.719
C 1.121 -4.038 1.945 -0.30 1.25 -1.07 -0.970
C -2.475 1.606 0.485 0.14 0.13 0.37 0.530
C 2.899 -1.862 1.286 -0.64 0.17 -0.12 -0.744
H 1.661 2.035 -1.694 -0.13 0.62 -0.33 -0.229
C 1.299 2.244 -3.890 -0.37 -0.73 0.10 -0.722
N 0.420 0.543 -2.409 -1.07 0.09 -0.48 -0.384
Li -0.917 -0.659 0.238 -0.17 0.11 1.03 1.081
C 4.559 1.626 3.406 -0.21 -0.17 -1.03 -0.810
H 4.724 1.441 2.331 0.10 -0.30 0.13 0.308
H 1.730 2.940 5.187 0.04 -0.39 -0.13 0.297
H 1.750 3.998 -1.974 0.37 -0.04 0.03 0.255
O -5.908 2.556 2.657 -0.29 0.28 -0.22 -0.785
H -0.779 -3.214 -3.937 0.51 0.38 -0.17 0.411
O 1.024 -0.623 0.601 0.00 -0.35 -0.36 -0.373
H 0.948 0.494 2.281 -0.23 -0.29 0.01 0.031
C -4.239 0.989 2.231 0.62 -0.18 -0.37 -0.705
O 2.957 -5.242 2.639 0.72 -0.28 0.14 -0.797
H 3.654 1.125 -3.079 0.02 0.12 0.25 0.429
H -4.619 -4.704 -3.650 -0.22 0.34 0.40 0.357
C -3.112 -2.926 -2.953 -0.31 0.61 0.07 -1.016
O -2.558 -0.531 1.601 0.17 0.58 -0.38 -0.633
H 1.621 1.565 -4.688 0.24 0.39 -0.21 0.358
H 0.239 -2.240 -2.763 0.13 -0.11 -0.25 0.253
H 2.486 1.836 1.815 -0.28 0.19 -0.12 0.194
O 4.682 -3.142 2.029 0.37 -0.58 0.20 -0.776
H 0.219 2.343 -4.063 0.00 0.41 0.33 0.358
H -1.900 -1.155 -3.093 -0.15 0.23 0.29 0.232
H -4.046 -2.517 -2.540 0.09 0.28 -0.08 0.444
H -0.504 1.114 2.463 -0.17 -0.35 0.12 0.033
C -1.902 -2.088 -2.527 -0.14 -1.45 0.73 0.328
H -0.324 1.018 -1.895 -0.04 0.04 -0.05 0.192
H -2.836 3.438 -0.576 0.17 0.12 0.10 0.363
H -1.480 -2.737 -0.667 -0.08 0.15 0.42 0.202
H -3.570 -6.005 -3.367 0.40 0.14 0.29 0.256
H 0.396 3.063 2.775 0.24 -0.25 -0.64 0.279
C 1.538 1.450 -2.612 0.41 -1.22 1.19 1.519
H -3.206 -2.888 -4.051 0.07 -0.41 -0.01 0.485
H 2.406 5.245 -3.139 0.41 -0.27 0.30 0.238
H -4.517 0.322 3.038 -0.36 0.06 -0.06 0.362
C -3.102 0.591 1.500 -0.19 0.09 -0.18 0.450
C 1.538 -1.690 1.070 -0.11 -0.16 -0.02 0.670
O 3.195 1.566 3.685 0.05 0.45 0.70 -0.320
O 1.994 3.468 -4.008 0.55 -0.21 0.01 -0.373
```
Positions in Å, forces in eV/Å.

=====

Record 3
Molecular formula: C24H38Br4O15
Method: DFT, the ωB97M-V functional and the def2-TZVPD basis

Computed properties:
E_LUMO   -0.318 eV
Net charge   0

```
81
Properties=species:S:1:pos:R:3:forces:R:3:mulliken_charge:R:1
C 1.220 1.561 -3.531 0.24 0.60 -0.29 -0.177
C -0.508 2.706 -5.050 -0.38 -0.25 -0.41 -1.422
H 3.827 -1.836 0.488 0.09 -0.01 0.07 0.293
O -1.204 -2.679 -6.853 -0.66 -0.09 -0.14 -0.371
Br -3.070 2.356 2.387 0.09 0.63 0.05 -0.026
O 3.262 -3.601 1.433 0.12 1.10 -0.19 -0.351
C -0.357 -0.219 0.903 -0.24 0.20 -0.73 1.659
H -1.081 1.796 -5.244 0.12 -0.06 0.03 0.282
H -0.594 3.342 -5.930 -0.05 0.01 0.03 0.372
C 2.655 -3.561 -2.097 0.60 0.37 -0.62 -1.100
H 1.794 2.118 -2.794 -0.16 0.00 0.17 0.360
C -1.879 -0.262 0.820 -0.63 0.06 -0.33 0.060
O -2.190 -1.586 0.388 -0.26 0.04 0.10 -0.420
C 0.946 2.413 -4.785 -0.42 0.49 0.84 0.577
H -2.346 -0.069 1.782 0.00 -0.28 0.08 -0.589
H 0.451 -3.665 -6.103 -0.25 -0.11 -0.48 0.291
H 0.850 4.572 3.830 -0.33 0.24 0.30 0.323
Br -3.993 -3.289 3.467 0.30 0.62 0.14 -0.152
H 2.131 -2.360 0.269 0.13 0.05 -0.09 -0.376
H -2.328 0.426 0.101 0.23 0.08 -0.06 0.314
C 1.848 1.505 3.822 -0.54 0.14 -0.73 -1.034
H 0.890 -1.897 -4.733 0.05 -0.21 -0.64 -0.007
C -0.518 -3.278 -5.773 2.03 0.80 0.88 -0.384
H -3.949 -0.749 3.785 -0.13 -0.17 -0.16 0.289
H -4.299 3.418 4.929 -0.02 0.07 0.07 0.371
H 4.630 -3.339 -1.139 -0.29 0.56 -0.53 0.306
O 1.519 1.643 -5.834 -0.20 0.73 -0.21 -0.346
C -1.241 -1.317 -6.725 0.51 -0.32 -0.10 0.549
H 3.223 -3.887 -2.971 -0.12 -0.42 0.08 0.431
C 0.613 3.662 4.378 -0.06 -0.75 0.08 0.087
O 0.021 -1.541 0.478 -0.07 0.12 0.66 -0.182
H -0.116 0.826 -1.017 -0.02 -0.39 -0.05 0.280
H 1.435 3.383 -4.665 0.46 -0.20 -0.43 0.254
C -3.579 -1.579 4.377 -0.25 -0.65 0.68 -0.662
O -1.004 -3.378 -0.261 -0.10 -0.64 -0.20 -0.545
O 0.140 3.881 5.704 -0.50 1.16 -0.69 -0.335
H -2.117 4.111 4.011 0.30 -0.26 -0.34 0.053
C 0.357 0.729 -0.043 0.03 0.64 0.86 -1.625
H -4.124 -1.666 5.312 -0.10 0.28 -0.06 0.429
C 3.544 -4.824 0.995 -0.07 -1.40 0.22 0.628
C 3.580 -3.534 -0.905 0.77 -0.26 0.84 0.203
H -5.110 4.239 3.568 -0.04 -0.10 0.07 0.432
H -0.950 -4.088 -5.186 -1.07 0.18 -0.58 0.329
H 1.909 1.844 2.780 0.17 -0.51 -0.10 0.262
C -1.069 -2.281 0.170 0.34 0.29 0.03 0.530
C -2.094 -1.445 4.627 -0.50 0.58 -1.07 -0.101
C -2.969 4.064 3.341 -0.81 0.41 0.59 -0.147
H -1.633 -1.559 3.648 0.56 -0.25 0.34 -0.171
H 2.331 -2.564 -2.407 -0.19 0.09 0.44 0.158
O 3.687 -4.859 -0.341 -0.37 -0.05 -0.04 -0.389
H -2.951 4.848 2.591 0.27 -0.07 -0.06 0.422
H -0.974 3.224 -4.210 0.17 0.06 0.08 0.371
O 1.859 2.542 5.987 0.21 0.35 0.69 -0.405
H -0.125 -0.015 1.949 0.66 -0.37 -0.07 -0.546
C -0.182 -2.076 -4.868 0.15 0.02 1.73 0.778
O -1.609 -0.561 -7.561 -0.26 -0.24 0.21 -0.529
C 1.861 2.817 4.597 0.59 -1.40 -0.34 0.421
C -0.720 -2.098 -3.443 -0.27 -0.07 0.01 -1.367
H 0.923 0.930 3.922 -0.21 0.45 0.21 -0.104
H 2.615 0.764 4.040 0.49 0.55 0.11 0.490
H 0.383 1.736 0.385 -0.03 -0.02 0.01 0.522
H -0.162 3.080 3.872 0.11 0.14 -0.25 -0.166
C 2.152 0.584 -5.351 0.38 -0.56 -0.18 0.586
H -1.804 -1.972 -3.403 -0.02 -0.23 -0.14 0.443
H 1.387 0.385 -0.117 0.02 0.07 -0.28 0.393
Br -1.753 0.445 5.096 0.12 -0.51 0.37 -0.085
O 2.063 0.513 -4.005 -0.56 -0.10 0.38 -0.294
C 0.930 3.300 6.610 -0.01 -0.37 0.78 0.623
H 2.786 3.340 4.329 -0.15 0.15 0.28 0.290
O 0.774 3.414 7.785 0.29 -0.23 -0.42 -0.538
O 3.630 -5.789 1.696 0.07 0.40 -0.19 -0.567
H 1.809 -4.222 -1.927 -0.08 0.10 0.09 0.337
C 3.170 -2.685 0.320 -0.61 -0.51 -0.09 0.533
C -4.222 4.211 4.192 -0.14 0.12 -0.23 -0.766
H 0.276 1.222 -3.107 0.16 -0.49 0.00 -0.041
H -0.445 -3.024 -2.936 -0.03 0.03 0.02 0.464
Br -4.224 5.925 5.158 0.19 -0.44 -0.26 -0.161
O -0.733 -0.953 -5.527 -0.16 0.35 -0.64 -0.200
H -0.293 -1.266 -2.878 0.11 -0.04 -0.01 -0.031
O 2.738 -0.211 -6.009 0.13 -0.31 -0.12 -0.543
H -1.700 -2.091 5.400 0.12 0.00 -0.05 0.463
```
Positions in Å, forces in eV/Å.